Below is a 3-piece molecular cluster, C14H35BN4O4 overall in a non-equilibrium geometry, with properties calculated with wB97M-V/def2-TZVPD.

SMILES = CN(C)B(O)[C@H]1CNC(=O)C1.COC[C@@H](C)N.COC[C@@H](C)N
Strongest force on any atom = 3.984 eV/Å
M = 334.3 g/mol
Energy = -1099.257405 a.u.
Spin multiplicity = 1

Structure (XYZ):
```
58
C14H35BN4O4 (wB97M-V/def2-TZVPD)
O 3.621 3.986 0.734
O 1.307 1.492 4.130
O -0.207 -3.126 -5.918
O 0.413 0.291 -2.250
N 1.889 4.601 -0.644
N -1.149 1.229 -0.579
N 1.088 2.022 6.965
N -0.212 -2.690 -3.061
C 2.593 3.749 0.256
C 1.158 2.407 -1.016
C 0.050 1.779 4.715
C -0.188 -0.007 6.542
C -1.085 0.498 0.695
C -1.412 -3.186 -3.741
C 0.676 3.850 -1.049
C 1.513 0.130 3.802
C -1.412 -2.833 -5.236
C 1.750 2.477 0.425
C -0.049 1.477 6.218
C -0.052 -4.474 -6.321
C -1.562 -4.679 -3.460
C -2.225 0.725 -1.451
B 0.117 1.246 -1.295
H -1.839 -4.838 -2.418
H 1.945 -0.404 4.651
H 2.491 4.648 -1.464
H 1.939 1.697 6.512
H -0.910 -0.491 5.881
H 2.281 1.564 0.654
H -0.074 4.065 -0.306
H 1.115 3.031 6.844
H -2.277 -2.684 -3.298
H 0.297 4.168 -2.010
H 0.609 -4.486 -7.187
H -0.903 1.178 1.517
H -0.754 1.281 4.155
H 0.418 -5.070 -5.534
H -2.341 -5.123 -4.083
H -2.052 0.057 0.875
H -0.090 2.855 4.579
H -2.265 -3.294 -5.753
H -0.174 -1.678 -3.157
H -1.536 -1.751 -5.324
H -3.159 1.188 -1.160
H -0.536 -0.137 7.567
H 0.971 2.615 1.165
H 1.248 -0.151 -2.050
H 0.760 -0.538 6.459
H 0.592 -3.019 -3.592
H -0.307 -0.260 0.736
H 2.060 2.343 -1.622
H -2.319 -0.355 -1.452
H 0.588 -0.357 3.479
H -2.038 1.071 -2.457
H -0.635 -5.226 -3.630
H -1.008 -4.924 -6.604
H 2.232 0.089 2.983
H -0.954 1.974 6.579
```

Mulliken atomic charge list, values in e, 4 entries: number 1, O, carries -0.51; number 2, O, carries -0.38; number 3, O, carries -0.39; number 4, O, carries -0.42


Below is C14H35HfO6PSi2 as an isolated structure in a non-equilibrium geometry, with properties calculated with wB97M-V/def2-TZVPD.

Strongest force on any atom = 2.986 eV/Å
Charge = +4
M = 565.1 g/mol
Energy = -1972.230361 a.u.
Spin multiplicity = 1

Structure (XYZ):
```
59
C14H35HfO6PSi2 (wB97M-V/def2-TZVPD)
Hf -10.482 -0.779 0.138
P 5.370 -2.394 -0.762
Si 5.122 -0.244 0.020
Si 3.122 0.166 -1.894
O 1.640 -1.787 -0.712
O -6.804 0.129 0.268
O 4.105 -1.328 2.282
O 6.632 -2.827 -0.110
O 3.714 0.468 -0.314
O 1.507 -3.191 -0.581
C -3.145 0.621 -0.234
C 0.553 1.596 -1.894
C 1.784 -1.667 2.814
C -5.517 -0.291 -0.323
C -4.391 0.202 0.567
C -1.900 0.718 0.681
C 0.003 2.588 0.429
C -7.879 -0.477 -0.178
C 2.034 1.634 -2.357
C 2.914 -0.681 2.783
C 0.223 2.837 -1.053
C 2.259 -1.512 -1.946
C -1.425 2.186 0.819
C 5.137 -0.580 2.002
H 4.277 -3.132 -0.235
H 1.823 -2.309 3.678
H 2.133 1.840 -3.414
H 1.566 -1.536 -2.783
H -5.486 -1.371 -0.398
H 4.236 0.096 -2.874
H -3.378 1.574 -0.686
H 3.135 -0.267 3.765
H -1.513 2.427 1.869
H 2.632 0.159 2.140
H 1.048 3.530 -1.153
H -8.335 -1.058 0.729
H 3.015 -2.282 -2.136
H -0.060 1.578 -2.781
H -2.109 2.845 0.304
H 0.739 1.885 0.813
H 5.128 0.405 2.473
H 5.465 -2.443 -2.168
H -0.634 3.360 -1.455
H 1.788 -2.244 1.901
H -4.739 1.003 1.206
H -8.664 0.310 -0.517
H 6.076 -1.143 2.135
H -5.423 0.151 -1.309
H 6.292 0.559 -0.368
H 2.523 2.444 -1.824
H -7.726 -1.182 -0.998
H 0.193 3.511 0.957
H 0.344 0.690 -1.332
H -2.199 0.381 1.661
H 0.867 -1.093 2.802
H 0.652 -3.415 -0.987
H -4.111 -0.618 1.215
H -3.029 -0.098 -1.040
H -1.100 0.058 0.365
```

Mulliken atomic charge list, values in e, 4 entries: number 1, Hf, carries 1.32; number 2, P, carries 0.41; number 3, Si, carries 0.38; number 4, Si, carries -0.05


Below is C14H36CuN2O5 as an isolated structure in a non-equilibrium geometry, with properties calculated with wB97M-V/def2-TZVPD.

Strongest force on any atom = 4.606 eV/Å
Charge = +1
M = 376.0 g/mol
Spin multiplicity = 1
Energy relative to the best compared isomer or geometry (same formula, charge and spin) = 386.9 kJ/mol

Structure (XYZ):
```
58
C14H36CuN2O5 (wB97M-V/def2-TZVPD)
Cu -0.299 0.135 -0.352
O -1.684 -0.987 1.479
O 1.423 1.183 -0.810
O -0.097 0.535 -2.594
O 2.251 0.190 3.337
O -2.227 0.788 -1.262
N -0.400 1.496 1.002
N 0.479 -1.707 -0.730
C 3.611 0.825 0.365
C 0.239 -1.853 -2.181
C -0.265 -2.630 0.087
C -3.157 0.753 -2.395
C 2.645 0.367 -0.735
C -1.872 1.694 1.035
C 1.661 0.766 2.203
C 0.015 1.652 -3.428
C 1.917 -1.125 3.672
C -2.481 1.890 -0.440
C 0.838 -0.562 -2.866
C -0.549 -1.924 1.460
C 0.154 1.046 2.216
C -2.899 -1.555 1.645
H 1.858 -0.376 -2.528
H -3.091 -2.204 2.500
H -2.214 2.875 -0.823
H -2.884 -0.023 -3.111
H 1.692 2.025 -1.184
H -0.674 -2.726 2.187
H 4.521 0.247 0.526
H 0.406 -1.442 1.672
H 0.809 -0.823 -3.924
H -3.264 -2.088 0.767
H 0.899 -1.282 4.031
H -0.351 0.125 2.507
H 0.842 -2.672 -2.573
H 0.281 -3.558 0.254
H 0.104 2.365 0.904
H 4.011 1.812 0.130
H 1.454 -1.786 -0.480
H -0.030 1.745 3.032
H -3.383 1.624 -3.010
H -3.519 -0.681 1.844
H 1.910 0.249 1.276
H -2.205 2.496 1.694
H 2.078 -1.708 2.765
H -4.095 0.233 -2.200
H -0.318 1.440 -4.444
H -2.235 0.834 1.597
H 3.197 0.825 1.374
H -1.217 -2.862 -0.392
H 2.338 -0.652 -0.500
H -3.552 2.035 -0.298
H 2.955 0.347 -1.780
H 1.044 1.995 -3.535
H 2.179 1.715 2.064
H -0.633 2.484 -3.150
H 2.609 -1.509 4.421
H -0.822 -2.057 -2.321
```

Mulliken atomic charge list, values in e, 4 entries: number 1, Cu, carries 0.36; number 2, O, carries -0.16; number 3, O, carries -0.19; number 4, O, carries 0.31


Below is C14H36F3NaO12 as an isolated structure in a non-equilibrium geometry, with properties calculated with wB97M-V/def2-TZVPD.

Strongest force on any atom = 5.206 eV/Å
M = 476.4 g/mol
Spin multiplicity = 1
Energy relative to the best compared isomer or geometry (same formula, charge and spin) = 487.3 kJ/mol

Structure (XYZ):
```
66
C14H36F3NaO12 (wB97M-V/def2-TZVPD)
Na 18.493 -5.672 -6.870
F 14.676 -4.885 -2.251
F 14.347 -4.106 -0.367
F 14.266 -6.276 -0.660
O 16.693 -6.102 0.361
O 12.010 -1.337 -10.298
O 13.606 -0.679 -8.131
O 20.299 -1.291 -7.173
O 23.189 -4.920 -3.168
O 22.394 -0.018 -9.272
O 22.290 -6.519 -0.904
O 17.334 -5.296 -1.755
O 19.079 -6.796 -10.926
O 21.014 -7.904 -9.379
O 13.433 -8.834 -10.994
O 13.960 -7.480 -8.167
C 22.991 -5.285 -0.804
C 23.966 -5.169 -2.037
C 14.962 -5.066 -0.957
C 21.015 -0.063 -9.208
C 12.698 -8.765 -9.795
C 16.444 -5.059 -0.630
C 20.559 -8.517 -10.624
C 20.181 -7.422 -11.607
C 13.028 -2.124 -9.868
C 14.147 -1.313 -9.254
C 15.572 -7.172 2.265
C 16.123 -5.843 1.691
C 13.537 -8.795 -8.489
C 20.543 0.061 -7.708
H 21.011 -6.742 -11.801
H 24.593 -6.058 -1.976
H 21.164 -9.171 -11.251
H 14.975 -1.919 -8.885
H 21.506 -6.182 -1.344
H 19.654 -9.067 -10.366
H 23.538 -5.500 0.114
H 16.401 -7.839 2.499
H 13.353 -6.964 -7.631
H 12.096 -7.856 -9.819
H 22.754 -0.740 -8.753
H 21.912 -7.569 -9.439
H 11.943 -9.551 -9.793
H 21.119 -1.510 -6.724
H 16.615 -4.111 -0.119
H 15.290 -5.143 1.615
H 21.414 0.520 -7.241
H 14.472 -0.505 -9.910
H 22.291 -4.450 -0.782
H 16.799 -5.340 2.382
H 22.290 -5.010 -2.843
H 12.531 -2.701 -9.088
H 18.296 -7.342 -11.030
H 19.973 -7.919 -12.554
H 24.634 -4.309 -1.986
H 20.565 0.753 -9.774
H 19.643 0.671 -7.619
H 13.453 -2.718 -10.678
H 12.765 -8.788 -11.682
H 12.855 -9.185 -7.733
H 11.864 -0.694 -9.601
H 15.095 -6.901 3.207
H 14.832 -7.692 1.657
H 20.604 -0.989 -9.611
H 14.336 -9.532 -8.573
H 13.946 0.213 -8.029
```

Mulliken atomic charge list, values in e, 4 entries: number 1, Na, carries 0.99; number 2, F, carries -0.28; number 3, F, carries -0.27; number 4, F, carries -0.31